No. 1
Formula: C18H13N3O3Re
Source: OMol25
Level of theory: ωB97M-V/def2-TZVPD

Properties
ΔE to the lowest compared entry with this formula, charge and spin (kJ/mol): 20.2
Gap between HOMO and LUMO (alpha / beta) (eV): 5.52 / 5.41
Highest occupied orbital energy (alpha / beta) (eV): -14.7 / -15.0

Geometry as ORCA input:
```
! wB97M-V def2-TZVPD RIJCOSX def2/J DEFGRID3
* xyz 2 4
Re -0.243 -0.482 -0.792
O 0.332 -4.370 0.790
O 1.860 -0.119 -1.027
O -2.082 -0.288 -0.892
N -1.099 2.260 -0.208
N -0.100 1.475 -0.550
N 0.248 -2.190 -0.136
C -2.918 0.659 -0.527
C 2.246 1.222 -0.886
C 3.533 1.707 -0.970
C -2.371 1.959 -0.145
C 0.285 -3.310 0.353
C -2.869 4.257 0.667
C -4.288 0.461 -0.582
C 2.687 3.938 -0.576
C -4.697 2.774 0.097
C -5.154 1.491 -0.275
C -5.607 3.808 0.386
C -3.304 3.017 0.205
C -5.153 5.039 0.805
C 1.401 3.447 -0.466
C 1.176 2.083 -0.618
C 2.821 -1.146 -1.427
C 3.744 3.072 -0.819
C -3.785 5.256 0.963
H -5.856 5.833 1.020
H 0.565 4.101 -0.268
H 2.420 -1.657 -2.298
H 2.945 -1.839 -0.601
H 4.380 1.060 -1.137
H -1.813 4.432 0.807
H -4.652 -0.514 -0.881
H 2.868 4.998 -0.471
H 4.751 3.458 -0.896
H -6.668 3.623 0.276
H 3.773 -0.700 -1.683
H -6.222 1.309 -0.309
H -3.432 6.212 1.326
*
```

Partial atomic charges computed with the Löwdin method, in multiples of e: atom 1 (Re): 1.81, atom 2 (O): 0.28, atom 3 (O): -0.29, atom 4 (O): -0.19, atom 5 (N): 0.13, atom 6 (N): -0.15, atom 7 (N): -0.11, atom 8 (C): -0.23, atom 9 (C): -0.19, atom 10 (C): 0.02, atom 11 (C): -0.10, atom 12 (C): -0.34, atom 13 (C): 0.02, atom 14 (C): 0.05, atom 15 (C): -0.03, atom 16 (C): -0.15, atom 17 (C): 0.09, atom 18 (C): 0.03, atom 19 (C): -0.08, atom 20 (C): -0.01, atom 21 (C): 0.02, atom 22 (C): -0.18, atom 23 (C): 0.02, atom 24 (C): -0.02, atom 25 (C): 0.00, atom 26 (H): 0.13, atom 27 (H): 0.11, atom 28 (H): 0.11, atom 29 (H): 0.10, atom 30 (H): 0.12, atom 31 (H): 0.11, atom 32 (H): 0.14, atom 33 (H): 0.13, atom 34 (H): 0.13, atom 35 (H): 0.14, atom 36 (H): 0.09, atom 37 (H): 0.15, atom 38 (H): 0.13


No. 2
Formula: C4H13N2
Source: OMol25
Level of theory: ωB97M-V/def2-TZVPD

Properties
ΔE to the lowest compared entry with this formula, charge and spin (kJ/mol): 187.7
Gap between HOMO and LUMO (alpha / beta) (eV): 4.42 / 9.56
Highest occupied orbital energy (alpha / beta) (eV): -3.5 / -8.8

Geometry as ORCA input:
```
! wB97M-V def2-TZVPD RIJCOSX def2/J DEFGRID3
* xyz 0 2
N -1.440 0.489 -0.619
N 2.194 0.239 0.237
C 0.713 -0.130 0.383
C -0.047 0.872 -0.480
C -2.255 0.192 0.529
C 0.554 -1.562 -0.093
H -0.458 -1.869 0.177
H 2.367 1.264 0.375
H -3.109 -0.416 0.234
H 2.406 0.043 -0.767
H 1.278 -2.140 0.481
H 0.345 0.785 -1.498
H -1.731 -0.340 1.283
H -2.642 1.091 1.015
H 0.570 0.024 1.449
H 2.883 -0.300 0.829
H 0.633 -1.645 -1.156
H 0.003 1.931 -0.218
H -1.805 0.268 -1.521
*
```

Partial atomic charges computed with the Löwdin method, in multiples of e: atom 1 (N): -0.13, atom 2 (N): 0.04, atom 3 (C): -0.43, atom 4 (C): -0.24, atom 5 (C): -0.13, atom 6 (C): -0.08, atom 7 (H): 0.07, atom 8 (H): 0.04, atom 9 (H): 0.09, atom 10 (H): 0.05, atom 11 (H): 0.07, atom 12 (H): 0.11, atom 13 (H): 0.05, atom 14 (H): 0.08, atom 15 (H): 0.11, atom 16 (H): 0.03, atom 17 (H): 0.07, atom 18 (H): 0.10, atom 19 (H): 0.10


No. 3
Formula: C4H4O
Source: OMol25
Level of theory: ωB97M-V/def2-TZVPD

Properties
ΔE to the lowest compared entry with this formula, charge and spin (kJ/mol): 464.3
Gap between HOMO and LUMO (alpha / beta) (eV): 8.23 / 7.79
Highest occupied orbital energy (alpha / beta) (eV): -7.9 / -8.0

Geometry as ORCA input:
```
! wB97M-V def2-TZVPD RIJCOSX def2/J DEFGRID3
* xyz 0 1
O -0.700 0.971 0.058
C 0.111 0.064 -0.547
C 2.485 -0.404 0.445
C -1.855 0.328 0.161
C 1.387 -0.170 -0.013
H 3.457 -0.586 0.845
H -1.859 -0.687 0.530
H -0.271 -0.413 -1.435
H -2.755 0.897 -0.045
*
```

Partial atomic charges computed with the Löwdin method, in multiples of e: atom 1 (O): -0.08, atom 2 (C): -0.18, atom 3 (C): 0.13, atom 4 (C): -0.03, atom 5 (C): -0.11, atom 6 (H): 0.03, atom 7 (H): 0.07, atom 8 (H): 0.11, atom 9 (H): 0.07


No. 4
Formula: C48H41BrF4HfNP2SeTe2
Source: OMol25
Level of theory: ωB97M-V/def2-TZVPD

Properties
ΔE to the lowest compared entry with this formula, charge and spin (kJ/mol): 363.3
Gap between HOMO and LUMO (eV): 6.58
Highest occupied orbital energy (eV): -10.0

Geometry as ORCA input:
```
! wB97M-V def2-TZVPD RIJCOSX def2/J DEFGRID3
* xyz 1 1
Hf -0.446 1.556 -0.937
Te -0.973 0.220 1.495
Te 0.544 -1.030 -3.225
Br -2.023 1.537 -3.707
Se -1.505 4.134 -1.237
P -2.662 -0.549 -1.154
P 2.440 0.415 -1.174
F -3.484 0.727 -6.120
F -5.811 -2.959 -4.466
F -5.204 -1.297 -6.500
F -4.743 -2.633 -2.083
N -1.480 3.684 1.732
C 4.178 -0.131 -1.192
C -0.403 0.674 4.426
C 0.866 3.298 -3.408
C -2.513 -3.946 1.161
C -0.506 -2.039 -4.772
C 6.380 -0.281 -0.229
C 0.164 0.597 5.636
C -4.142 0.094 -0.286
C 1.289 1.976 3.042
C 2.143 0.184 1.490
C 2.353 1.870 -2.226
C 1.377 -2.793 -2.438
C 5.055 0.133 -0.148
C -2.735 -2.638 0.753
C 4.121 -0.260 3.460
C 3.248 3.487 -3.738
C 4.634 -0.814 -2.322
C 1.029 2.263 -2.473
C 1.745 0.979 7.523
C -2.426 -2.248 -0.549
C -6.277 -0.180 0.812
C -3.161 0.063 -3.868
C -3.749 -0.092 -5.107
C -1.660 -4.493 -1.015
C 1.785 0.506 2.891
C 1.569 0.592 6.075
C 0.319 0.768 3.094
C 1.686 2.454 0.674
C 3.457 2.474 -2.815
C -3.421 -0.788 -2.802
C -4.292 1.474 -0.181
C 5.959 -1.216 -2.405
C 6.832 -0.955 -1.354
C -1.905 0.882 4.390
C -6.407 1.198 0.920
C 2.094 1.062 0.474
C 2.625 0.299 5.321
C 1.396 2.878 1.925
C 1.949 3.877 -4.051
C -1.973 -4.874 0.282
C 2.657 -0.230 3.914
C -1.885 -3.187 -1.423
C -5.157 -0.730 0.205
C -4.346 -1.796 -3.041
C -4.637 -1.129 -5.318
C -1.512 3.919 0.602
C -5.417 2.028 0.412
C -4.939 -1.980 -4.278
H 4.712 0.673 0.724
H 2.279 -1.261 3.923
H 4.464 2.153 -2.573
H -1.807 -5.894 0.603
H -2.766 -4.240 2.172
H -3.155 -1.935 1.455
H 3.598 0.373 5.799
H 2.795 1.036 7.805
H -5.511 3.103 0.484
H -0.953 -2.961 -4.404
H -0.121 3.673 -3.657
H 1.399 2.416 4.024
H -2.278 1.072 5.394
H 4.091 3.971 -4.216
H 2.049 -2.513 -1.630
H 6.311 -1.735 -3.287
H 0.226 -2.254 -5.546
H -7.281 1.622 1.399
H 1.935 -3.256 -3.250
H 1.277 3.936 2.120
H 4.507 0.759 3.345
H -2.433 0.012 3.994
H 2.479 -0.833 1.304
H -2.170 1.730 3.754
H -1.660 -2.905 -2.443
H 7.059 -0.070 0.588
H 1.255 0.244 8.168
H 3.956 -1.021 -3.143
H 4.726 -0.761 4.216
H -7.049 -0.832 1.200
H -1.277 -1.383 -5.170
H -1.249 -5.214 -1.711
H 1.784 4.653 -4.788
H -3.536 2.153 -0.562
H 1.850 3.179 -0.115
H -5.086 -1.805 0.112
H 1.279 1.944 7.738
H -0.541 0.656 6.460
H 4.275 -0.790 2.521
H 0.600 -3.451 -2.065
H 7.864 -1.278 -1.414
*
```

Löwdin population analysis, charges in e, atoms 1 to 99: atom 1 (Hf): 1.00, atom 2 (Te): 1.13, atom 3 (Te): 1.23, atom 4 (Br): 0.89, atom 5 (Se): 0.64, atom 6 (P): 0.91, atom 7 (P): 0.95, atom 8 (F): 0.10, atom 9 (F): 0.16, atom 10 (F): 0.17, atom 11 (F): 0.12, atom 12 (N): 0.08, atom 13 (C): -0.36, atom 14 (C): -0.27, atom 15 (C): -0.20, atom 16 (C): -0.05, atom 17 (C): -0.41, atom 18 (C): -0.06, atom 19 (C): -0.01, atom 20 (C): -0.38, atom 21 (C): -0.11, atom 22 (C): -0.13, atom 23 (C): -0.48, atom 24 (C): -0.40, atom 25 (C): -0.09, atom 26 (C): -0.15, atom 27 (C): -0.06, atom 28 (C): -0.05, atom 29 (C): -0.10, atom 30 (C): -0.47, atom 31 (C): -0.05, atom 32 (C): -0.40, atom 33 (C): -0.06, atom 34 (C): -0.58, atom 35 (C): -0.27, atom 36 (C): -0.07, atom 37 (C): -0.30, atom 38 (C): -0.27, atom 39 (C): -0.51, atom 40 (C): -0.18, atom 41 (C): -0.06, atom 42 (C): -0.30, atom 43 (C): -0.12, atom 44 (C): -0.07, atom 45 (C): -0.07, atom 46 (C): -0.12, atom 47 (C): -0.06, atom 48 (C): -0.48, atom 49 (C): -0.03, atom 50 (C): -0.03, atom 51 (C): -0.07, atom 52 (C): -0.06, atom 53 (C): -0.26, atom 54 (C): -0.13, atom 55 (C): -0.09, atom 56 (C): -0.19, atom 57 (C): -0.13, atom 58 (C): -0.85, atom 59 (C): -0.06, atom 60 (C): -0.12, atom 61 (H): 0.09, atom 62 (H): 0.16, atom 63 (H): 0.11, atom 64 (H): 0.11, atom 65 (H): 0.11, atom 66 (H): 0.07, atom 67 (H): 0.11, atom 68 (H): 0.08, atom 69 (H): 0.11, atom 70 (H): 0.01, atom 71 (H): 0.03, atom 72 (H): 0.15, atom 73 (H): 0.08, atom 74 (H): 0.11, atom 75 (H): -0.01, atom 76 (H): 0.11, atom 77 (H): 0.01, atom 78 (H): 0.11, atom 79 (H): 0.02, atom 80 (H): 0.13, atom 81 (H): 0.10, atom 82 (H): 0.05, atom 83 (H): 0.13, atom 84 (H): 0.05, atom 85 (H): 0.05, atom 86 (H): 0.11, atom 87 (H): 0.09, atom 88 (H): 0.09, atom 89 (H): 0.09, atom 90 (H): 0.11, atom 91 (H): -0.02, atom 92 (H): 0.11, atom 93 (H): 0.11, atom 94 (H): 0.03, atom 95 (H): 0.11, atom 96 (H): 0.10, atom 97 (H): 0.09, atom 98 (H): 0.11, atom 99 (H): 0.06